(1)
56
Properties=species:S:1:pos:R:3:forces:R:3:mulliken_charge:R:1 method="wB97M-V/def2-TZVPD" largest_force_ev_per_a=1.1 homo_lumo_gap_ev=9.143 e_homo_ev=-8.73 de_lowest_kj_mol=243.2 smiles="COc1ccc(N([C@H](C)C(=O)NN=C2CCCCCCC2)S(C)(=O)=O)cc1" spin_multiplicity=1 molar_mass_g_mol=395.5
H -5.26390 0.32821 -1.50815 -0.037 -0.025 -0.058 0.3219
H -2.46324 -0.76345 2.37333 0.058 0.012 -0.041 0.4555
C 0.89669 -2.14148 -1.35052 0.076 -0.360 -0.564 0.4926
C 3.35669 2.12778 0.04235 -0.014 -0.203 0.018 0.9041
H 3.88516 -1.20342 0.34872 0.052 -0.116 0.014 0.4178
C -4.49386 2.06303 -0.47346 0.124 0.007 -0.096 -0.7916
H 1.74956 -2.88564 -3.17047 0.027 -0.005 -0.099 0.4535
H -4.52087 -0.65815 0.76414 -0.019 -0.062 -0.001 0.6228
H 0.25643 0.88981 -0.46566 -0.169 -0.017 -0.001 0.4392
H 1.43508 3.01167 -0.37577 -0.025 0.102 -0.017 0.4725
C -2.92799 2.55012 1.51411 -0.070 -0.074 -0.051 -0.7916
C -4.31020 0.85129 -1.39802 -0.083 0.091 0.009 -0.8498
H -3.98258 1.18189 -2.38403 -0.018 -0.053 0.004 0.3753
H -1.62451 0.21662 1.19731 0.092 -0.048 -0.019 -0.3434
O 0.60941 -0.96552 2.25072 0.258 0.048 -0.015 -0.6764
S 0.64254 -2.05361 1.32370 0.506 -0.484 0.448 1.4369
H -3.53632 3.32090 1.99626 0.067 0.058 0.025 0.3939
H 5.09151 0.95759 0.45000 0.124 -0.001 0.023 0.4348
N -2.28202 -0.29889 -1.64154 0.143 0.453 -0.818 -1.0086
C -0.14923 -1.23767 -2.04319 0.092 -0.148 0.011 -0.0846
O 0.04154 -0.68797 -3.10047 0.103 -0.020 -0.075 -0.6292
C 1.99073 -0.30024 -0.07015 0.373 0.485 0.084 -1.8382
H -2.34377 2.08322 -0.50590 0.094 0.068 -0.046 -0.0171
C -3.14479 2.62337 -0.00061 -0.114 0.147 0.159 -0.2080
C 3.35565 -0.27530 0.19510 -0.076 0.171 -0.129 -0.2652
N 1.31539 -1.54924 -0.09047 -0.398 -0.090 0.831 0.7380
N -1.26729 -1.12699 -1.28209 -0.589 -0.276 0.870 0.5651
H 2.73860 -2.77677 2.16331 0.178 0.107 0.009 0.3508
C 3.49438 4.49908 -0.09195 -0.100 0.209 -0.035 -0.8216
O 4.11503 3.25142 0.11393 0.085 -0.331 0.040 -0.4785
H 0.41382 -3.08727 -1.08393 0.025 0.074 -0.208 0.6152
H 2.72597 4.69415 0.66248 0.017 -0.015 -0.035 0.3273
C -3.25472 1.21733 2.19630 0.212 0.111 -0.037 -1.1870
H -3.05138 3.67061 -0.29605 0.073 -0.033 -0.057 0.4437
C 1.31576 0.89381 -0.26542 0.115 -0.192 -0.032 0.6875
C -3.46704 -0.70763 0.48651 0.380 -0.076 -0.057 -1.4558
C 1.98970 2.10121 -0.21531 0.121 0.282 -0.016 -0.9216
H 1.39381 -3.74198 2.81775 -0.114 -0.042 0.157 0.4169
C 1.81585 -3.28961 1.92982 -0.682 0.607 -0.258 -1.1927
C 4.03252 0.92298 0.24905 0.049 0.193 0.009 -0.7925
H -1.88078 2.79104 1.71375 0.016 0.070 0.076 0.3727
C 2.08784 -2.38512 -2.26792 -0.285 0.107 0.137 -1.5942
H -5.05370 2.82472 -1.01811 -0.070 -0.033 0.062 0.4488
H 2.83533 -2.99843 -1.77137 0.043 -0.083 0.078 0.3637
H -2.90428 1.30274 3.22784 -0.092 -0.008 0.022 0.3608
C -2.61629 -0.02961 1.57985 -0.226 -0.012 0.169 0.7572
H -3.18643 -1.76495 0.44806 -0.099 -0.018 -0.018 0.4472
H 3.05167 4.56696 -1.09038 0.005 -0.010 0.041 0.3274
H 4.28698 5.23969 0.00175 -0.098 -0.019 -0.016 0.2423
H 1.95521 -4.02937 1.15318 0.033 -0.135 -0.157 0.3443
H -1.31228 -1.65236 -0.40712 0.009 0.100 -0.255 0.2478
H -4.33674 1.07657 2.24700 -0.035 -0.023 0.072 0.3641
H -5.09889 1.78038 0.38698 -0.109 0.019 0.043 0.3130
O -0.59535 -2.73615 1.03239 0.076 -0.273 -0.153 -0.7523
H 2.53197 -1.43426 -2.55022 0.056 0.026 -0.082 0.2960
C -3.27706 -0.10208 -0.87673 -0.160 -0.264 0.035 0.4494

(2)
55
Properties=species:S:1:pos:R:3:forces:R:3:mulliken_charge:R:1 method="wB97M-V/def2-TZVPD" largest_force_ev_per_a=0.4 homo_lumo_gap_ev=9.637 charge=+1 e_homo_ev=-13.16 de_lowest_kj_mol=0.0 spin_multiplicity=1 molar_mass_g_mol=361.5
C 0.20579 -1.47532 0.17304 0.381 0.195 -0.087 0.1303
H 1.03855 3.43849 0.42893 -0.078 0.026 0.045 0.3381
H 3.20503 -1.88796 -0.94090 -0.054 0.007 0.005 0.2544
C -0.91619 2.91041 0.63572 0.005 -0.125 -0.053 -0.5099
H 3.39210 -5.10699 0.56853 0.001 -0.026 0.012 0.1338
C 0.44884 1.74982 -0.83699 -0.063 -0.008 -0.157 -1.0459
C -0.75012 0.85157 -0.48772 0.154 -0.219 -0.142 -0.1595
N 4.13357 -2.22067 1.57709 -0.001 0.132 -0.049 -0.4559
H -7.37135 0.66867 -1.22426 0.001 -0.004 0.006 0.2851
H -2.81772 4.52075 -0.36625 -0.127 0.018 0.032 0.2398
C 2.71346 -0.91727 -1.00856 0.072 0.130 -0.100 -1.0738
N 3.21581 -6.65290 -1.47072 -0.099 0.083 0.098 -0.4249
C -0.39567 -0.14972 0.61591 -0.321 -0.144 0.069 -0.6998
O 0.37015 -1.58539 -1.20012 -0.082 0.015 0.019 -0.3392
H -3.63601 2.14139 -1.08544 0.058 -0.024 0.020 0.1795
H 3.38366 -0.21267 -1.49713 0.029 -0.077 0.016 0.3801
H 1.42189 1.28019 -0.70264 -0.061 0.088 0.075 0.5932
H -1.27054 2.11460 3.84053 0.007 0.010 -0.003 0.2734
H -2.23695 2.07908 -2.13277 0.028 0.032 0.050 0.4481
C 5.66383 -6.71392 -2.35810 0.012 -0.024 -0.025 -0.7873
H -1.30443 4.86078 1.31047 -0.062 -0.002 0.037 0.4603
H 0.44310 4.49758 2.95285 0.013 -0.045 -0.032 0.4114
N -5.50167 2.61459 0.40860 0.189 -0.015 -0.006 -0.4175
H -1.30668 -0.42359 1.15736 0.083 -0.006 0.046 0.3453
C 4.02080 -4.81645 1.40905 -0.034 -0.028 -0.011 -0.6432
H -6.61210 -0.31201 0.04513 -0.002 0.005 -0.003 0.2780
C -6.19490 1.74088 0.13908 -0.135 -0.027 0.096 0.5047
H -2.48385 1.47127 0.71784 0.037 0.051 -0.024 0.6968
C 1.47317 -1.04098 -1.84311 0.028 -0.134 0.191 0.7669
C 4.09264 -3.36439 1.49946 -0.033 -0.087 0.074 0.4161
O 1.36971 -0.74729 -2.99076 -0.042 0.042 -0.052 -0.5379
N 0.27318 2.83637 0.14824 0.124 -0.023 -0.033 0.1132
O 0.48123 -2.35698 0.91575 -0.110 -0.031 -0.055 -0.4729
H 6.10335 -5.71900 -2.31597 0.000 -0.006 -0.002 0.2623
C -1.79119 1.88116 -0.02094 -0.036 0.278 0.176 0.8593
C -2.65688 4.02620 -1.32122 0.160 -0.091 -0.096 -1.3804
H -2.32286 3.61508 2.03486 0.023 0.045 -0.076 0.4021
C -0.35098 3.75972 2.90233 0.066 0.130 -0.163 -0.2690
H -7.99763 0.72316 0.43273 0.004 0.003 -0.002 0.3313
C -0.46457 2.84102 3.84307 -0.033 -0.135 0.178 -0.8241
H 0.28509 0.27131 1.36396 -0.053 -0.005 -0.009 0.3039
C -7.09638 0.63825 -0.17159 -0.035 0.003 -0.037 -0.9114
H 5.01728 -5.23113 1.26673 -0.002 0.011 0.009 0.2948
H 5.67081 -7.06063 -3.38980 0.003 0.003 0.006 0.3098
C 4.29383 -6.67657 -1.86021 0.123 -0.040 -0.084 0.3818
H -3.48201 4.31795 -1.96887 0.014 -0.025 0.002 0.4677
H 3.59631 -5.22059 2.32619 0.003 0.006 -0.002 0.2862
H -1.11224 0.30740 -1.35863 0.051 0.091 -0.024 0.7897
H 0.40867 2.16799 -1.84486 -0.047 -0.038 0.034 0.1889
C -1.30321 3.84891 1.72553 -0.073 0.073 0.020 -0.6817
C -2.61636 2.50096 -1.19876 -0.099 -0.019 -0.089 -0.8309
H -1.74437 4.42109 -1.77753 0.009 0.011 0.124 0.3689
H 0.23270 2.79504 4.66841 -0.008 0.003 0.003 0.2826
H 6.25962 -7.39434 -1.75251 -0.001 0.002 -0.005 0.2711
H 2.52269 -0.60492 0.01897 0.014 -0.085 -0.019 0.4161

(3)
56
Properties=species:S:1:pos:R:3:forces:R:3:mulliken_spin:R:1 method="wB97M-V/def2-TZVPD" largest_force_ev_per_a=3.1 homo_lumo_gap_ev="8.157 / 6.035" charge=+2 e_homo_ev="-13.73 / -13.69" de_lowest_kj_mol=0.0 spin_multiplicity=8 s_squared=16.45 molar_mass_g_mol=598.3
C 0.19848 -0.79825 4.99313 -0.534 -0.068 -0.029 -0.0005
C 1.35816 2.97235 -1.81201 0.104 0.206 -0.067 -0.0003
H 2.40503 -2.27664 -1.20217 -0.305 -0.298 -0.007 0.0027
C 0.20395 -0.67016 -5.58091 -0.040 -0.580 0.111 0.1786
H 3.36858 0.34224 5.43593 -0.143 -0.148 0.430 0.0000
C 0.05645 -0.80695 -4.17412 -0.512 0.731 0.225 0.0111
H -2.08732 -2.03880 3.90514 -0.189 0.049 -0.069 0.0000
H 1.81358 2.72349 -0.84088 -0.121 0.188 -0.292 0.0018
C 0.83650 -1.20428 7.23429 -0.749 -0.269 -0.223 -0.0001
Se -0.77232 1.05585 1.61350 -0.046 0.340 -0.088 -0.0011
H -0.30868 2.70507 -5.81318 0.166 -0.584 -0.003 0.0035
C -0.35771 1.53660 -4.03128 -0.193 -0.674 0.714 0.0033
H -2.59775 -0.01324 -2.57085 -0.136 0.323 0.393 -0.0006
H -1.81390 2.97493 -0.64410 0.003 0.274 -0.062 0.0011
C 2.09836 -0.64136 6.97579 0.376 0.237 -0.500 -0.0001
H 1.64917 -3.93506 -1.25276 0.254 0.269 0.342 -0.0001
H -1.82789 2.69760 -2.95941 0.338 0.000 -0.040 0.0029
H -2.29909 -2.80255 -1.60739 0.364 -0.290 0.067 0.0021
H 1.87291 2.36558 -2.56596 -0.141 0.186 0.128 0.0000
C 1.43135 -0.23714 4.73833 0.459 0.373 -0.318 -0.0010
H -1.17012 -1.67966 6.36348 0.414 0.029 0.454 0.0000
H -3.01977 -0.30513 -1.10933 -0.074 0.604 -0.312 0.0041
H 2.10360 0.78741 2.97317 -0.091 0.056 -0.017 0.0005
C -0.19247 1.69534 -5.39817 0.037 0.141 -0.548 0.1348
C -1.98236 -0.96549 3.74300 -0.163 -0.250 -0.009 0.0000
C -0.16427 -1.27445 6.24644 0.637 -0.125 0.041 0.0001
H 1.82076 0.19429 -1.25013 0.326 -0.347 0.038 -0.0255
H 0.62560 -1.60873 8.23025 0.095 0.260 -0.423 0.0000
C 0.18285 -2.06162 -3.48111 0.126 -0.388 -1.534 0.4934
C -0.73614 2.71340 -3.11593 0.212 0.146 0.183 -0.0025
Tb -0.12452 0.39175 -1.02333 0.182 0.869 1.165 5.9772
H 0.15715 0.67065 -7.28462 0.015 -0.094 0.470 0.0015
H -2.54495 -0.42643 4.50921 0.031 -0.002 -0.133 -0.0001
C -0.80093 3.38781 -0.73218 -0.059 -0.003 0.112 0.0042
H -0.30460 3.21657 0.23665 -0.068 0.385 -0.494 0.0013
H 0.38062 -1.58465 -6.15532 0.062 0.459 0.096 0.0024
C 2.41845 -0.11569 5.70889 -0.196 -0.548 0.362 0.0000
O -2.57311 0.36469 -1.66837 -0.113 -1.100 -0.031 0.0060
H 2.84097 -0.62426 7.78551 -0.392 0.090 -0.489 0.0000
N -0.08299 2.61456 -1.76999 -0.075 0.617 -1.041 0.0093
N 1.38101 0.24740 3.42246 -1.341 0.140 -0.549 -0.0003
C 0.07122 0.56740 -6.19824 -0.134 0.274 0.423 -0.0366
H 1.42112 -2.82806 0.17080 -0.123 -0.116 -0.489 0.0022
H -0.85387 4.47263 -0.93622 0.053 -0.444 -0.046 -0.0002
H 0.37556 -2.95722 -4.08909 0.003 0.472 0.112 0.0037
H -2.33006 -0.68112 2.74280 -0.030 -0.208 0.463 0.0000
P 0.05173 -2.18849 -1.72695 0.037 0.553 1.279 0.0193
C 1.53519 -2.88990 -0.92629 0.086 -0.454 -0.495 0.0291
C 0.10847 0.10032 2.91152 0.924 -1.218 2.666 0.0118
C -1.35892 -3.19738 -1.18752 -0.072 -0.662 -0.478 0.0297
H -1.43261 -3.16955 -0.08624 0.185 -0.063 -0.466 0.0015
H -0.48938 3.68841 -3.57758 -0.073 -0.458 0.008 -0.0003
N -0.57569 -0.64544 3.83448 0.690 1.118 -0.664 -0.0069
H -1.18515 -4.22671 -1.53746 -0.480 0.160 0.316 -0.0008
N -0.28822 0.31983 -3.43770 0.563 0.266 -0.791 0.1360
H 1.50799 4.04823 -2.02796 -0.146 -0.421 0.110 0.0014

(4)
52
Properties=species:S:1:pos:R:3:forces:R:3:mulliken_charge:R:1 method="wB97M-V/def2-TZVPD" largest_force_ev_per_a=0.6 homo_lumo_gap_ev=8.945 e_homo_ev=-8.33 de_lowest_kj_mol=75.1 smiles="CCC(=O)c1ccc(OC[C@H](O)CN(C)C2CCCCC2)cc1" spin_multiplicity=1 molar_mass_g_mol=319.4
H -1.88225 0.54045 2.48190 0.018 0.092 0.037 0.3677
C 1.92847 4.98172 1.02325 0.090 0.033 -0.088 -1.0476
C 2.33958 5.30025 -0.41557 -0.146 0.131 0.006 -0.5718
H -2.56315 -2.85664 3.94797 0.057 0.035 0.076 0.3604
H 0.06092 -1.55880 -3.66712 -0.028 0.016 0.175 0.4545
H 2.63581 5.42433 1.72095 0.014 -0.002 0.094 0.3175
C 0.13150 -3.02390 -2.07637 0.138 0.509 0.328 -0.1553
H -0.54887 -3.38379 2.58795 0.005 -0.093 -0.038 0.3329
H -0.04541 -1.02941 1.94070 -0.020 -0.017 0.011 0.3996
C -1.77657 -0.72294 0.74583 0.253 0.145 0.295 -0.3824
H -0.66098 0.90171 -2.99254 -0.057 -0.068 -0.034 0.4299
H 1.89281 3.90803 1.19438 -0.010 -0.050 0.082 0.3315
H -1.47869 -2.99704 -0.67566 -0.029 -0.034 -0.022 0.4872
H -0.20672 -4.16750 -0.27509 -0.107 0.051 -0.022 0.0708
H -1.41990 -1.51101 3.95706 0.049 -0.016 0.076 0.3423
H -3.71836 -0.67953 3.60639 -0.083 -0.032 -0.016 0.3555
H 3.20143 2.77401 -0.55517 0.076 0.055 0.087 0.2862
O 1.20067 -0.88869 -2.08055 0.291 0.215 -0.037 -0.3864
H -0.49608 3.31627 -2.62187 -0.044 0.039 -0.032 0.4597
C -3.18004 -1.14969 2.78095 0.175 0.186 0.185 -0.6856
C -2.55745 -0.07955 1.88820 -0.253 -0.190 -0.158 -0.8508
C -0.68781 -1.64710 1.30203 -0.352 -0.068 -0.152 -0.4214
C 2.25670 1.01950 -1.26498 -0.080 -0.302 -0.068 -0.8942
H 1.53513 -3.42504 1.26090 0.036 -0.014 0.014 0.3270
H -1.51484 -3.67134 -2.89234 0.050 -0.046 0.017 0.3891
H -3.90061 -1.73197 2.20174 -0.095 -0.018 -0.022 0.3251
C 0.17700 1.29611 -2.43916 -0.079 -0.377 -0.075 -0.1239
C 1.50728 -2.49306 0.67483 -0.098 -0.016 -0.047 -1.3281
H 0.94259 5.39354 1.22584 -0.089 0.015 0.068 0.3208
C 1.17169 0.45344 -1.94397 0.177 0.259 0.085 0.8657
C 0.26951 2.65735 -2.23955 0.208 0.215 0.177 -1.1063
O -0.57483 -3.88429 -2.93625 -0.290 -0.164 -0.228 -0.5887
H 3.02478 0.35659 -0.89912 0.109 -0.079 0.046 0.4586
C 2.34145 2.37852 -1.07233 -0.184 0.136 -0.085 -0.3014
H 2.14406 -2.61485 -0.19895 0.145 -0.033 0.017 0.3537
C -1.32672 -2.73187 2.18433 0.320 0.293 0.155 -0.6219
H -3.33674 0.56975 1.48350 0.040 0.076 0.041 0.3612
H -2.47169 -1.28840 0.12171 -0.041 -0.057 -0.111 0.2686
N 0.17696 -2.13533 0.23578 -0.051 -0.015 0.070 0.9268
H 1.17148 -3.35416 -2.13697 -0.035 0.078 0.029 0.2845
H 1.91346 -1.68563 1.28137 0.087 0.023 0.026 0.3442
H -0.85536 -1.10129 -2.19583 0.027 0.020 0.003 0.2617
H -2.00493 -3.34662 1.58804 -0.016 -0.057 -0.058 0.2463
C -0.39576 -3.14055 -0.63240 0.236 -0.031 -0.260 -0.9563
C 1.34669 4.69916 -1.39121 0.268 0.403 0.104 0.5696
C 0.06498 -1.56648 -2.56721 -0.214 -0.447 -0.174 -0.5578
C 1.34012 3.22855 -1.55054 -0.301 -0.448 -0.295 0.2505
O 0.55799 5.40230 -1.98886 -0.010 -0.031 0.051 -0.6242
H 3.34233 4.92167 -0.61502 0.053 0.007 -0.024 0.3278
H 2.34127 6.38170 -0.56463 0.017 -0.113 -0.094 0.3656
H -1.30821 0.04524 0.12690 0.017 -0.035 -0.080 0.0658
C -2.10468 -2.08370 3.32673 -0.243 -0.182 -0.132 -0.7042